60
Properties=species:S:1:pos:R:3:forces:R:3 method="wB97M-V/def2-TZVPD" total_charge=+1 lumo_ev=-5.78 gap_ev=4.2 total_energy_ev=-43755.304 e_above_lowest_kj_mol=32.8
C -2.498 -2.565 2.276 -0.9 -0.2 -0.2
O -1.389 -1.898 1.629 1.3 1.1 0.1
C -1.167 -0.616 1.650 -0.3 -0.7 1.2
C 0.075 -0.109 2.126 0.0 -0.4 -0.2
C 0.088 1.218 2.614 0.3 0.1 -0.5
C 1.281 1.784 3.054 -0.1 -0.3 0.1
C 2.463 1.022 3.030 -0.7 -0.1 0.0
C 2.426 -0.339 2.661 -0.1 -0.1 -0.1
C 1.242 -0.920 2.228 0.1 0.3 0.1
H -2.202 -3.615 2.273 -0.1 0.2 0.0
H -2.628 -2.204 3.306 0.2 0.0 -0.4
H -3.419 -2.431 1.697 0.2 0.0 0.1
H -1.979 0.078 1.383 0.1 -0.2 0.3
H -0.850 1.769 2.599 0.3 0.1 0.0
H 1.287 2.814 3.409 0.1 -0.3 -0.1
H 3.400 1.486 3.336 -0.2 -0.2 -0.1
H 3.338 -0.936 2.722 -0.3 0.2 -0.1
H 1.185 -1.973 1.947 0.1 0.3 0.0
C -4.728 -1.095 -4.079 -0.6 -0.3 -0.3
C -3.431 -1.829 -3.802 0.4 0.0 -0.4
C -3.536 -2.567 -2.473 0.1 -0.2 -0.1
N -3.180 -2.821 -4.883 0.8 0.6 -0.3
C -2.173 -2.444 -5.589 -1.1 0.7 2.0
S -1.455 -3.419 -6.830 0.2 -1.4 0.3
C -1.442 -4.989 -5.735 0.0 0.4 -0.7
C -0.849 -6.124 -6.474 0.5 -1.0 -0.9
N -0.383 -7.007 -7.075 -0.9 1.7 1.2
C -1.547 -1.105 -5.118 0.1 -0.6 0.0
C -0.042 -1.237 -4.923 0.0 0.0 -0.2
C -1.872 0.011 -6.099 0.0 0.0 -0.3
N -2.249 -0.951 -3.858 -0.5 -1.0 0.3
C -1.870 -0.065 -2.874 -0.3 1.1 -0.3
C -2.697 0.889 -2.382 0.0 -0.5 -0.7
C -2.275 2.003 -1.563 0.6 0.6 0.9
C -2.916 3.263 -1.678 0.4 -0.5 0.1
C -2.492 4.351 -0.918 0.3 -0.4 0.2
C -1.420 4.201 -0.019 -0.2 -0.1 -0.3
C -0.744 2.978 0.058 -0.1 0.2 0.0
C -1.169 1.883 -0.690 -0.6 0.4 -0.1
H -5.548 -1.816 -3.991 0.0 0.2 -0.1
H -4.883 -0.305 -3.339 -0.1 -0.3 -0.2
H -4.738 -0.677 -5.094 0.0 0.0 0.3
H -4.269 -3.376 -2.587 0.2 0.2 0.1
H -2.560 -3.001 -2.224 -0.2 0.1 0.1
H -3.863 -1.877 -1.687 0.1 -0.2 0.0
H -0.837 -4.752 -4.844 -0.3 -0.2 -0.4
H -2.492 -5.184 -5.468 0.5 0.0 -0.1
H 0.391 -1.616 -5.858 0.1 0.2 0.3
H 0.387 -0.257 -4.687 0.1 -0.2 0.0
H 0.172 -1.951 -4.117 0.1 0.2 -0.2
H -1.343 -0.203 -7.036 -0.1 0.3 0.0
H -2.951 0.050 -6.298 0.3 0.1 0.0
H -1.535 0.974 -5.689 -0.1 -0.2 -0.2
H -0.803 -0.065 -2.610 -0.3 0.1 -0.1
H -3.710 0.966 -2.781 0.4 0.0 0.1
H -3.728 3.363 -2.403 0.2 0.0 0.3
H -2.996 5.310 -1.021 0.1 -0.2 0.1
H -1.120 5.036 0.615 0.0 -0.2 -0.3
H 0.119 2.874 0.720 -0.3 0.1 -0.3
H -0.675 0.914 -0.607 0.0 0.3 0.0



61
Properties=species:S:1:pos:R:3:forces:R:3 method="wB97M-V/def2-TZVPD" total_charge=0 smiles="CCOc1ccc(C(=O)Nc2ccc3nc(N4CCN(CC)CC4)cc(C)c3c2)cc1" lumo_ev=0.56 gap_ev=7.8 total_energy_ev=-36468.396 e_above_lowest_kj_mol=116.7
C -9.667 -0.759 2.119 0.1 0.0 -0.4
C -9.594 -1.136 0.642 -0.2 -0.3 0.4
O -9.107 -0.081 -0.164 0.2 0.2 -0.2
C -7.781 0.206 -0.186 0.2 0.1 -0.1
C -6.779 -0.523 0.449 -0.4 -0.2 0.1
C -5.454 -0.144 0.319 0.1 0.2 -0.2
C -5.097 0.968 -0.433 -0.2 0.0 0.1
C -3.693 1.447 -0.588 0.0 -0.2 0.0
O -3.431 2.625 -0.727 0.0 0.1 -0.1
N -2.769 0.441 -0.577 -0.2 -0.4 0.1
C -1.376 0.509 -0.690 0.4 -0.2 0.0
C -0.687 1.734 -0.769 0.0 0.2 0.0
C 0.674 1.748 -0.878 -0.1 -0.2 0.0
C 1.418 0.551 -0.910 -0.5 -0.4 0.1
N 2.755 0.636 -1.009 0.7 -0.1 0.0
C 3.478 -0.467 -1.040 -0.6 0.5 -0.1
N 4.824 -0.317 -1.229 0.3 0.0 -0.2
C 5.806 -1.279 -0.792 0.1 -0.3 0.4
C 6.290 -0.937 0.622 0.0 -0.2 -0.2
N 6.875 0.390 0.624 0.0 -0.1 0.1
C 7.484 0.721 1.902 0.2 0.1 0.0
C 8.443 1.900 1.788 -0.2 -0.2 0.1
C 5.880 1.364 0.203 0.0 0.0 -0.3
C 5.381 1.019 -1.200 0.0 0.4 0.1
C 2.870 -1.753 -0.972 -0.2 -0.2 0.1
C 1.515 -1.873 -0.864 0.3 0.0 0.0
C 0.871 -3.224 -0.797 0.1 0.1 0.0
C 0.726 -0.687 -0.824 0.3 0.5 0.0
C -0.672 -0.676 -0.716 -0.2 0.2 0.0
C -6.108 1.712 -1.042 0.1 -0.1 0.1
C -7.425 1.334 -0.932 -0.1 -0.1 0.1
H -8.679 -0.534 2.514 0.1 0.0 0.1
H -10.293 0.121 2.242 -0.1 0.1 0.0
H -10.096 -1.581 2.686 0.0 -0.1 0.1
H -8.995 -2.044 0.498 -0.1 0.1 -0.1
H -10.600 -1.326 0.258 0.2 -0.1 0.0
H -7.012 -1.388 1.049 -0.1 0.0 0.1
H -4.705 -0.715 0.851 0.1 0.0 0.0
H -3.133 -0.501 -0.528 0.0 0.2 -0.1
H -1.251 2.651 -0.747 0.0 0.0 0.0
H 1.215 2.679 -0.941 0.1 0.1 0.0
H 5.409 -2.292 -0.812 0.0 0.0 -0.1
H 6.657 -1.223 -1.477 0.0 -0.1 0.1
H 7.051 -1.658 0.930 0.0 0.0 0.0
H 5.434 -1.011 1.321 0.0 0.0 0.0
H 6.721 0.932 2.673 0.0 -0.1 0.0
H 8.050 -0.156 2.226 -0.1 0.0 0.0
H 9.023 1.990 2.703 0.1 0.1 0.1
H 7.912 2.835 1.630 0.0 0.1 0.0
H 9.122 1.740 0.955 0.1 0.0 -0.1
H 6.337 2.353 0.187 -0.1 0.0 0.0
H 5.018 1.384 0.894 0.0 0.0 0.0
H 4.606 1.719 -1.508 0.2 0.0 0.0
H 6.221 1.049 -1.901 0.0 0.0 0.0
H 3.474 -2.645 -1.023 0.0 -0.1 0.0
H 0.176 -3.355 -1.626 -0.1 -0.1 0.0
H 0.315 -3.335 0.133 -0.1 -0.1 0.0
H 1.621 -4.009 -0.848 0.0 0.0 0.0
H -1.209 -1.613 -0.652 -0.1 -0.1 0.0
H -5.831 2.591 -1.605 0.0 0.1 0.0
H -8.211 1.897 -1.411 -0.1 0.1 -0.1



61
Properties=species:S:1:pos:R:3:forces:R:3 method="wB97M-V/def2-TZVPD" total_charge=0 smiles="Cc1ccccc1CN1CCC(n2nccc2NC(=O)CCOc2ccccc2)CC1" lumo_ev=0.64 gap_ev=8.9 total_energy_ev=-36467.632 e_above_lowest_kj_mol=190.4
C 0.480 3.962 -5.284 0.0 0.0 0.1
C 1.522 4.359 -4.280 0.0 0.0 0.0
C 2.079 5.631 -4.333 0.0 0.0 0.0
C 3.051 6.029 -3.434 0.1 0.1 0.0
C 3.488 5.145 -2.463 0.1 0.1 0.0
C 2.942 3.877 -2.399 0.0 0.0 0.0
C 1.954 3.474 -3.289 0.1 0.1 0.0
C 1.402 2.075 -3.186 0.0 -0.1 0.1
N 1.490 1.561 -1.831 0.0 0.0 -0.2
C 1.315 0.121 -1.772 0.1 -0.2 0.0
C 1.632 -0.371 -0.365 -0.2 -0.1 -0.1
C 0.726 0.289 0.677 0.7 0.2 0.0
N -0.622 -0.235 0.628 -0.3 -0.4 0.6
N -1.447 0.023 -0.383 -0.1 0.3 -0.7
C -2.599 -0.547 -0.091 0.1 -0.1 0.3
C -2.536 -1.202 1.141 0.3 0.0 0.2
C -1.241 -0.986 1.569 -0.4 -0.2 -0.2
N -0.630 -1.408 2.757 -0.3 0.3 0.0
C 0.458 -2.231 2.805 0.2 0.0 0.5
O 1.104 -2.550 1.833 0.1 -0.1 -0.2
C 0.790 -2.693 4.213 -0.3 -0.3 -0.1
C -0.019 -3.947 4.593 0.5 0.0 0.1
O -1.409 -3.713 4.593 -0.3 0.1 -0.1
C -2.175 -4.029 3.499 -0.3 -0.1 0.0
C -1.700 -4.461 2.268 0.3 0.0 0.2
C -2.596 -4.738 1.248 -0.1 0.0 0.0
C -3.957 -4.591 1.437 0.0 -0.1 -0.1
C -4.430 -4.156 2.665 0.0 0.0 0.0
C -3.549 -3.876 3.689 0.2 0.1 0.1
C 0.748 1.809 0.485 -0.2 -0.1 -0.1
C 0.515 2.208 -0.968 -0.1 0.3 0.2
H 0.783 3.063 -5.819 -0.1 -0.1 -0.1
H -0.471 3.756 -4.793 -0.1 -0.1 0.0
H 0.325 4.759 -6.007 0.0 0.0 -0.1
H 1.744 6.320 -5.096 0.0 0.0 -0.1
H 3.467 7.024 -3.494 0.0 0.1 0.0
H 4.253 5.442 -1.761 0.1 0.0 0.1
H 3.271 3.173 -1.650 0.0 -0.1 0.1
H 1.999 1.423 -3.835 -0.1 0.0 0.0
H 0.362 2.043 -3.554 0.1 0.0 0.0
H 2.010 -0.343 -2.477 0.0 0.0 0.0
H 0.288 -0.173 -2.045 0.2 0.0 -0.1
H 2.663 -0.112 -0.124 0.1 0.0 0.0
H 1.525 -1.454 -0.303 0.0 0.0 0.0
H 1.102 0.051 1.677 -0.1 0.0 -0.2
H -3.427 -0.473 -0.768 -0.1 0.0 -0.2
H -3.303 -1.755 1.642 -0.1 -0.2 0.1
H -1.227 -1.386 3.573 0.2 0.0 0.0
H 0.575 -1.899 4.929 0.0 0.0 0.0
H 1.850 -2.944 4.255 0.0 0.1 0.0
H 0.247 -4.782 3.939 0.0 0.0 0.1
H 0.228 -4.222 5.624 0.0 0.0 -0.2
H -0.645 -4.571 2.073 0.1 0.0 0.0
H -2.214 -5.066 0.293 0.0 0.0 -0.1
H -4.644 -4.807 0.634 -0.1 0.0 -0.1
H -5.491 -4.033 2.826 -0.1 0.0 0.0
H -3.898 -3.537 4.652 0.0 0.0 0.1
H -0.009 2.277 1.117 0.0 0.0 0.1
H 1.730 2.168 0.797 0.0 0.0 0.0
H 0.633 3.290 -1.067 0.0 0.0 0.0
H -0.512 1.936 -1.260 0.2 0.2 0.0



67
Properties=species:S:1:pos:R:3:forces:R:3 method="wB97M-V/def2-TZVPD" total_charge=+2 lumo_ev=-6.97 gap_ev=7.3 total_energy_ev=-248522.430 e_above_lowest_kj_mol=0.0
Tl -0.315 -0.486 -0.546 0.4 -0.3 -0.7
C -4.044 -0.946 -0.019 0.0 0.0 0.1
Se -2.914 -0.322 -1.476 -0.2 0.1 0.2
C -3.054 -1.910 -2.592 0.0 -0.1 -0.1
C -2.262 -3.105 -2.091 0.0 0.0 0.0
Se -0.353 -2.735 -2.186 -0.1 -0.2 0.0
C 0.227 -4.240 -1.112 0.0 0.0 0.0
H -5.061 -1.040 -0.391 0.0 0.0 0.0
H -4.015 -0.191 0.763 0.0 0.0 0.0
H -3.695 -1.896 0.374 0.0 0.0 0.0
H -2.733 -1.587 -3.582 0.0 0.0 0.0
H -4.118 -2.144 -2.637 0.0 0.0 0.0
H -2.475 -3.979 -2.707 0.0 0.0 -0.1
H -2.509 -3.355 -1.059 0.0 0.0 0.0
H -0.175 -4.176 -0.105 0.0 0.0 0.0
H 1.313 -4.199 -1.096 0.0 0.0 0.0
H -0.113 -5.149 -1.600 0.0 0.0 0.0
O 3.666 -0.129 -1.325 -0.3 0.1 0.1
C 2.810 -0.759 -0.716 0.5 -0.2 -0.1
O 1.888 -1.492 -1.190 -0.2 0.1 0.0
C 2.825 -0.727 0.834 0.0 0.1 0.0
P 1.194 -0.365 1.507 -0.3 0.3 0.2
C 1.067 1.307 2.143 0.1 0.0 0.0
C -0.183 1.751 2.580 0.0 0.0 0.0
C -0.338 3.042 3.052 0.0 0.0 0.0
C 0.749 3.907 3.068 0.0 0.0 0.0
C 1.992 3.475 2.628 0.0 0.0 0.0
C 2.158 2.176 2.172 0.0 0.0 0.0
C 0.764 -1.563 2.762 0.0 -0.1 0.1
C 0.863 -2.914 2.417 0.0 0.0 0.0
C 0.569 -3.888 3.354 0.0 0.0 0.0
C 0.176 -3.516 4.635 0.0 0.0 0.0
C 0.084 -2.177 4.981 0.0 0.0 0.0
C 0.379 -1.192 4.048 0.0 0.0 0.0
H 3.556 -0.020 1.221 0.0 0.0 0.0
H 3.084 -1.725 1.194 0.0 0.0 0.0
H -1.039 1.083 2.558 0.0 0.0 0.0
H -1.304 3.376 3.410 0.0 0.0 0.0
H 0.628 4.919 3.432 0.0 0.0 0.0
H 2.839 4.147 2.649 0.0 0.0 0.0
H 3.138 1.861 1.843 0.0 0.0 0.0
H 1.194 -3.200 1.424 0.0 0.0 0.0
H 0.659 -4.934 3.095 0.0 0.0 0.0
H -0.045 -4.278 5.371 0.0 0.0 0.0
H -0.204 -1.895 5.984 0.0 0.0 0.0
H 0.328 -0.150 4.333 0.0 0.0 0.0
Se 2.714 2.440 -1.695 -0.1 -0.1 0.1
N 1.908 4.010 -1.645 0.1 -0.1 0.0
C 0.672 3.827 -1.217 0.0 0.1 -0.1
C -0.327 4.825 -1.012 0.0 0.0 0.0
C -1.545 4.408 -0.580 0.0 0.0 0.0
C -1.794 3.020 -0.351 0.0 0.0 0.0
N -0.914 2.073 -0.524 0.1 0.1 0.0
C 0.324 2.470 -0.947 -0.1 -0.1 0.1
N 1.257 1.562 -1.130 0.2 0.2 0.0
H -0.103 5.866 -1.202 0.0 0.0 0.0
H -2.349 5.110 -0.408 0.0 0.0 0.0
H -2.780 2.717 -0.011 0.0 0.0 0.0
C 1.545 -0.251 -4.293 0.0 0.0 0.0
C 0.193 0.373 -4.128 0.2 0.0 0.0
N -0.248 1.152 -5.119 0.0 0.0 0.0
O -0.517 0.160 -3.128 -0.2 0.1 0.2
H 2.201 0.335 -4.934 0.0 0.0 0.0
H 1.407 -1.231 -4.758 0.0 0.0 0.0
H 2.007 -0.416 -3.322 0.0 0.0 0.0
H 0.310 1.323 -5.938 0.0 0.0 0.0
H -1.163 1.568 -5.061 0.0 0.0 0.0